# 1
103
Properties=species:S:1:pos:R:3 method="wB97M-V/def2-TZVPD" fmax_ev_per_a=2.4 homo_lumo_gap_ev="5.53 / 5.53" charge=+3
Re 0.1904 -0.5270 0.0119
C 7.1842 -0.9806 0.3143
C 5.7634 -0.6493 0.5297
C 5.3003 -0.1049 1.7346
C 3.9615 0.0589 1.9480
C 2.9808 -0.2915 0.9699
N 1.6610 -0.2562 1.3008
C 1.3042 -0.1594 2.6590
C 1.8256 -1.0311 3.6197
C 1.4016 -0.9641 4.9312
C 0.4591 -0.0234 5.3329
C -0.0229 0.0502 6.7381
C -0.0490 0.8637 4.3713
C 0.3389 0.7945 3.0504
C -0.2491 1.6712 1.9450
O -0.8248 0.8724 0.9612
C 0.8579 2.6147 1.3067
F 2.0083 2.5629 1.9675
F 1.1194 2.2084 0.0271
F 0.5013 3.8829 1.2105
C -1.4066 2.5884 2.4286
F -0.9980 3.4860 3.3147
F -2.3816 1.8623 2.9794
F -1.9411 3.2218 1.3777
C 3.4690 -0.6335 -0.3395
C 4.8214 -0.8408 -0.5012
C 2.5974 -0.7970 -1.5962
O 1.2840 -0.3859 -1.5638
C 2.4892 -2.3170 -1.9639
F 2.0551 -2.5196 -3.1941
F 3.5803 -3.0295 -1.7576
F 1.5240 -2.8244 -1.1182
C 3.2207 0.0041 -2.7921
F 2.2949 0.2083 -3.7298
F 4.2503 -0.6186 -3.3548
F 3.6290 1.2012 -2.3660
H 7.7154 -1.0895 1.2565
H 7.6764 -0.1792 -0.2474
H 7.2911 -1.8841 -0.2861
H 6.0074 0.1776 2.5024
H 3.6273 0.4927 2.8785
H 2.5437 -1.7826 3.3234
H 1.8056 -1.6602 5.6516
H 0.3583 -0.7741 7.3354
H -1.1130 0.0485 6.7815
H 0.3085 0.9850 7.1967
H -0.7588 1.6049 4.7026
H 5.2119 -1.1831 -1.4482
C -3.4079 -3.2006 -0.0541
N -2.2900 -2.2527 -0.0344
P -1.2000 -2.1299 1.2678
C -2.2249 -1.6974 2.6789
C -3.3279 -0.8651 2.4846
C -4.2117 -0.6496 3.5250
C -3.9906 -1.2482 4.7593
C -2.8761 -2.0509 4.9597
C -1.9779 -2.2669 3.9287
C -0.3696 -3.6850 1.6657
C 1.0205 -3.7540 1.5703
C 1.6875 -4.9206 1.8978
C 0.9698 -6.0283 2.3240
C -0.4118 -5.9602 2.4405
C -1.0868 -4.7947 2.1200
P -1.6254 -1.4804 -1.4049
C -1.9311 -2.6451 -2.7565
C -1.3598 -3.9167 -2.6708
C -1.6867 -4.8748 -3.6138
C -2.5524 -4.5642 -4.6539
C -3.0831 -3.2885 -4.7651
C -2.7828 -2.3278 -3.8158
C -2.6698 -0.0583 -1.8878
C -3.9078 0.2533 -1.4891
C -4.6284 1.4067 -2.0077
C -4.1107 2.2142 -2.9314
C -2.7320 2.0038 -3.4811
C -1.9230 0.8513 -2.8350
H -3.9476 -3.1446 0.8915
H -3.0653 -4.2247 -0.2109
H -4.0931 -2.9464 -0.8607
H -3.4829 -0.3959 1.5228
H -5.0792 -0.0239 3.3780
H -4.6871 -1.0874 5.5695
H -2.7114 -2.5283 5.9146
H -1.1060 -2.8868 4.0827
H 1.5757 -2.8859 1.2409
H 2.7640 -4.9677 1.8162
H 1.4907 -6.9432 2.5651
H -0.9634 -6.8220 2.7855
H -2.1616 -4.7445 2.2282
H -0.6782 -4.1535 -1.8621
H -1.2679 -5.8678 -3.5443
H -2.8141 -5.3186 -5.3799
H -3.7384 -3.0410 -5.5873
H -3.2415 -1.3518 -3.8865
H -4.4305 -0.3925 -0.7958
H -5.6312 1.5753 -1.6422
H -4.6480 3.0586 -3.3358
H -2.7591 1.9550 -4.5716
H -1.3576 0.2667 -3.5696
O -1.9035 3.1800 -3.1439
C -0.9828 2.8219 -2.3670
O -0.8919 1.5938 -2.0709
H -0.2754 3.5457 -1.9681

=====

# 2
93
Properties=species:S:1:pos:R:3 method="wB97M-V/def2-TZVPD" e_above_lowest_kj_mol=99.3 fmax_ev_per_a=3.4 homo_lumo_gap_ev=5.62 charge=+1
Cd -1.4053 -0.0741 0.8453
C -4.7166 -2.3547 1.8048
O -3.2335 -2.1847 1.6764
C -2.5656 -3.3719 1.3745
C -3.1364 -4.6123 1.1967
C -2.3297 -5.7266 0.9084
C -0.9763 -5.5173 0.7491
C -0.3619 -4.2791 0.8407
C -1.1687 -3.2249 1.1656
N -0.5413 -1.8988 1.4466
N 0.6012 -1.9848 1.9562
C 1.3539 -0.9047 2.3606
C 0.8056 0.3217 2.8312
O -0.4179 0.5935 2.7189
C 1.7239 1.2476 3.4559
C 3.0406 0.9414 3.5881
C 3.5799 -0.3442 3.1927
C 4.9196 -0.6595 3.4348
C 5.4045 -1.9280 3.2388
C 4.5809 -2.9482 2.7528
C 3.2761 -2.6110 2.4278
C 2.7355 -1.3166 2.6802
H -4.8992 -3.0760 2.5941
H -5.1276 -1.4134 2.1154
H -5.1604 -2.6933 0.8944
H -4.1837 -4.7546 1.3204
H -2.7456 -6.7254 0.9412
H -0.3279 -6.3586 0.5850
H 0.6861 -4.1235 0.6604
H 1.2751 2.1734 3.8356
H 3.7580 1.6747 3.9876
H 5.5449 0.1130 3.8791
H 6.4311 -2.2100 3.4620
H 4.8817 -4.0158 2.5929
H 2.6531 -3.3844 2.0577
C 4.0471 -2.4564 -2.3598
C 3.5052 -2.3872 -1.0739
C 2.6594 -1.3452 -0.7448
C 2.2966 -0.3862 -1.6796
C 2.9219 -0.3897 -2.9400
C 3.8086 -1.4193 -3.2941
N 1.3411 0.6395 -1.3177
C 1.7496 1.6384 -0.3808
C 3.1152 1.8797 -0.1774
C 3.4994 2.8525 0.6947
C 2.5813 3.6332 1.4018
C 1.2339 3.4018 1.2454
C 0.8260 2.3767 0.3699
N -0.5145 2.0818 0.2403
N -1.3829 2.9918 0.4706
C -2.6911 2.5767 0.4228
C -3.5662 3.6431 0.2102
C -4.9072 3.3373 -0.0146
C -5.2999 1.9971 0.0251
C -4.3562 1.0369 0.3080
N -3.0782 1.3065 0.4647
H 4.6550 -3.3226 -2.6134
H 3.7451 -3.2007 -0.4239
H 2.2589 -1.2659 0.3035
H 2.8530 0.4964 -3.5170
H 4.3504 -1.4991 -4.2565
H 3.8804 1.3272 -0.7601
H 4.5504 3.0748 0.7776
H 3.0045 4.3379 2.1295
H 0.4532 3.9110 1.7691
H -3.1906 4.6305 0.2027
H -5.6038 4.1389 -0.2480
H -6.3058 1.6457 -0.1732
H -4.6142 -0.0454 0.2726
Ge 0.1125 1.0743 -2.6963
C -0.2618 2.9660 -2.6361
C 0.7040 3.9430 -2.3141
C 0.4224 5.3147 -2.5021
C -0.7836 5.7297 -2.9900
C -1.7129 4.7584 -3.3738
C -1.4509 3.4168 -3.2318
C -1.3277 -0.2164 -2.3653
C -2.6919 -0.0260 -2.4352
C -3.6440 -1.0118 -2.2233
C -3.1831 -2.2530 -1.8836
C -1.7980 -2.5244 -1.7700
C -0.8902 -1.4976 -1.9668
H 0.6979 0.7015 -4.0940
H 1.6777 3.5775 -1.9069
H 1.1152 6.1131 -2.2251
H -1.0406 6.7456 -3.0631
H -2.6348 5.1289 -3.7509
H -2.1494 2.6750 -3.5159
H -3.0683 0.9418 -2.6327
H -4.7014 -0.7670 -2.1944
H -3.8651 -3.0727 -1.8115
H -1.4912 -3.5415 -1.4939
H 0.1861 -1.7823 -1.8289

=====

# 3
96
Properties=species:S:1:pos:R:3 method="wB97M-V/def2-TZVPD" e_above_lowest_kj_mol=0.0 multiplicity=5 fmax_ev_per_a=0.5 homo_lumo_gap_ev="5.53 / 6.11" charge=+2
Mn -0.5599 1.2726 0.6650
C 1.5601 -0.1872 4.1383
O 0.5987 0.8699 4.5046
C 0.0532 1.2621 3.3973
N 0.4686 0.7576 2.2791
C 1.3983 -0.3496 2.6061
C 2.6863 -0.2955 1.8341
C 3.2017 -1.4714 1.3057
C 4.4069 -1.4544 0.6176
C 5.0903 -0.2614 0.4496
C 4.5730 0.9193 0.9692
C 3.3777 0.9006 1.6690
C -1.0552 2.2374 3.3672
C -1.6927 2.8804 4.4114
C -2.8170 3.6385 4.0990
C -3.2799 3.7284 2.7861
C -2.5523 3.0724 1.8130
N -1.4654 2.3748 2.1135
C -2.8150 2.9715 0.3651
N -2.0430 2.2710 -0.3988
C -2.5700 2.4557 -1.8002
C -3.9383 3.1028 -1.5292
O -3.8403 3.5890 -0.1522
C -2.6071 1.2074 -2.6565
C -3.7892 0.7307 -3.2134
C -3.7820 -0.3891 -4.0363
C -2.5924 -1.0378 -4.3214
C -1.4036 -0.5439 -3.8017
C -1.4140 0.5745 -2.9871
H 1.2682 -1.0680 4.7023
H 2.5446 0.1659 4.4336
H 0.8671 -1.2759 2.3744
H 2.6587 -2.4014 1.4285
H 4.8109 -2.3735 0.2156
H 6.0297 -0.2472 -0.0825
H 5.1065 1.8504 0.8310
H 2.9808 1.8243 2.0772
H -1.3440 2.7618 5.4270
H -3.3522 4.1488 4.8880
H -4.1722 4.2816 2.5314
H -1.9129 3.1872 -2.2810
H -4.7623 2.3941 -1.5308
H -4.1608 3.9567 -2.1602
H -4.7375 1.2169 -3.0333
H -4.7101 -0.7439 -4.4634
H -2.5866 -1.9084 -4.9628
H -0.4655 -1.0269 -4.0428
H -0.4752 0.9656 -2.6208
Se -2.3183 -0.8200 3.5850
P -2.2830 -1.8809 1.7551
Se -1.1272 -0.9568 0.0737
C -1.5513 -3.5281 1.9159
C -1.4876 -4.1139 3.1790
C -1.0177 -5.4121 3.3180
C -0.6103 -6.1268 2.2021
C -0.6760 -5.5464 0.9418
C -1.1484 -4.2534 0.7955
C -3.9417 -2.1246 1.0751
C -4.2765 -1.8911 -0.2551
C -5.5630 -2.1614 -0.7006
C -6.5123 -2.6685 0.1728
C -6.1802 -2.9003 1.5017
C -4.9017 -2.6278 1.9549
H -1.7988 -3.5528 4.0503
H -0.9745 -5.8634 4.2997
H -0.2469 -7.1393 2.3127
H -0.3665 -6.1073 0.0704
H -1.2082 -3.8206 -0.1963
H -3.5478 -1.4961 -0.9524
H -5.8189 -1.9783 -1.7359
H -7.5119 -2.8859 -0.1785
H -6.9194 -3.2926 2.1867
H -4.6525 -2.7971 2.9955
C 1.9751 3.3339 -2.1210
C 1.1090 2.9821 -1.1088
N 1.0103 1.7222 -0.6567
C 1.8140 0.7849 -1.1829
C 2.7353 1.0532 -2.1883
C 2.7796 2.3560 -2.6807
C 3.5101 -0.0707 -2.7536
C 4.7910 -0.1336 -3.1309
C 5.8862 0.8498 -3.0046
C 7.1013 0.5818 -3.6176
C 8.1162 1.5117 -3.4506
N 7.9550 2.6128 -2.7238
C 6.7592 2.7666 -2.1686
N 5.7140 1.9540 -2.2642
H 2.0044 4.3540 -2.4755
H 0.4432 3.7129 -0.6627
H 1.7152 -0.2158 -0.7775
H 3.4369 2.5967 -3.4991
H 2.9320 -0.9805 -2.8760
H 5.1032 -1.0746 -3.5693
H 7.2553 -0.3145 -4.2010
H 9.0865 1.3678 -3.9110
H 6.6232 3.6602 -1.5680